Run i
# C3H7N4S

An isolated ion of composition C3H7N4S and charge +1 (the ωB97M-V functional and the def2-TZVPD basis, the OMol25 dataset).

Structure (ORCA input):
```
! wB97M-V def2-TZVPD RIJCOSX def2/J DEFGRID3
* xyz 1 1
N -1.01 -2.53 -0.46
C -0.44 -1.44 -0.12
N -0.74 -0.35 -0.68
N -0.28 0.89 -0.16
N 1.10 1.63 -0.88
C -0.02 1.11 1.20
C 0.43 0.09 1.94
S 0.53 -1.56 1.39
H -1.74 -2.50 -1.14
H -0.81 -3.39 0.01
H -1.05 1.54 -0.50
H 0.83 2.48 -1.52
H 1.77 0.95 -1.30
H 0.08 2.17 1.76
H 0.79 0.20 2.96
*
```

HOMO-LUMO gap = 9.25 eV
SMILES string = NC1=N[N@H+](N)C=CS1

***

Run ii
# C3H7N4S

An isolated ion of composition C3H7N4S and charge +1 (the ωB97M-V functional and the def2-TZVPD basis, the OMol25 dataset).

Structure (ORCA input):
```
! wB97M-V def2-TZVPD RIJCOSX def2/J DEFGRID3
* xyz 1 1
N -1.18 -2.18 0.34
C -1.43 -1.13 -0.16
N -1.89 -0.11 -0.65
C -1.53 1.17 0.05
N -0.16 1.63 0.11
C 0.94 1.01 0.22
S 1.27 -0.58 -0.33
N 2.89 -0.49 -0.07
H -0.53 -2.91 0.34
H -2.79 -0.03 -0.97
H -2.02 1.18 0.99
H -2.14 1.96 -0.40
H 1.76 1.67 0.50
H 3.21 -0.90 0.77
H 3.59 -0.29 -0.74
*
```

HOMO-LUMO gap = 8.65 eV
SMILES string = [NH+]#CNC/N=C\SN

***

How do the structures above rank in stability at the extremes? run ii comes first and run i comes last.